No. 1
14
Properties=species:S:1:pos:R:3:forces:R:3:nbo_charge:R:1 method="wB97M-V/def2-TZVPD" spin_multiplicity=2 charge=+1 homo_energy_ev="-11.245 / -11.245" lumo_ev="-5.577 / -7.604"
C 3.38449 -0.30037 -0.54922 -0.4970 1.1478 -0.0461 0.2738
H 2.98989 1.42913 0.43836 -0.1371 0.5887 0.7088 0.3803
N -3.08713 -0.08055 -0.23907 -1.4026 -0.5096 -0.7259 -0.6449
C -3.86591 -0.24329 0.79393 1.0390 0.8446 -0.1263 0.3427
H 3.83881 1.65522 -1.05441 -0.0115 -0.0580 0.1121 0.4049
H -4.95548 -0.30186 0.72385 0.0576 -0.0124 -0.4062 0.2668
H -3.35225 0.66747 2.45052 0.0217 -0.1857 0.3574 0.4044
H -3.51942 0.04150 -1.14781 -0.0399 -0.2326 -0.0504 0.4461
H -2.08694 -0.20771 -0.27330 0.2884 0.2407 0.6057 0.4560
N 3.86953 -0.84135 -1.58157 0.5318 -0.3861 0.2172 -0.7088
H 3.94299 -1.84488 -1.45186 -0.3011 -0.0767 -0.2428 0.3452
N 3.33572 1.06838 -0.40889 0.0225 -0.8486 -0.7534 -0.8250
H 2.85369 -0.77721 0.28310 0.3908 -0.3661 0.0275 0.1298
N -3.34799 -0.26448 2.01637 0.0374 -0.1462 0.3224 -0.2713

***

No. 2
54
Properties=species:S:1:pos:R:3:forces:R:3:nbo_charge:R:1 method="wB97M-V/def2-TZVPD" spin_multiplicity=1 charge=+1 homo_energy_ev=-10.244 lumo_ev=-3.694
C 0.90527 -0.46204 -3.45976 -0.0850 0.0806 0.5623 -0.2180
C -4.72776 3.00348 -0.05621 -0.1202 -0.1432 -0.1824 -0.2119
H 0.87611 2.39421 3.80534 -0.3272 -0.2832 0.0837 0.2529
O 4.67161 -3.18584 0.32706 -1.4868 0.2555 2.0456 -0.3579
C 1.91616 -1.07728 -4.42021 0.5927 -0.2438 0.2939 -0.4134
C -3.56993 3.24672 -0.78557 0.7015 -0.8663 -0.8718 -0.2256
H -3.91988 -0.08393 1.18990 0.1506 0.4534 -0.1963 0.2256
C -0.08518 -1.22610 -1.33664 -0.2438 1.9160 0.7502 0.1148
H -0.03228 -0.27398 -3.97940 -0.2961 0.0296 0.1208 0.1998
C -4.82978 1.80447 0.64810 -0.2169 -0.4824 -0.4454 -0.2038
H 0.74833 0.71786 4.46897 -0.1864 0.2469 -0.1245 0.2634
H -0.45648 1.94859 4.98046 0.3687 -0.0308 -0.2857 0.2619
H -0.02539 1.66077 0.83728 1.2129 -0.3466 0.8975 0.2615
N 0.72803 -1.44136 -2.37770 -0.1405 -0.3723 -0.6796 -0.3912
C -3.78472 0.86249 0.64807 -0.0039 0.4957 0.7341 -0.2112
C -2.56106 1.15214 0.02687 -0.6725 0.6930 -0.4240 -0.0845
H 2.19901 -2.80671 -1.77985 0.0069 -0.0547 -0.2479 0.1943
H 2.18460 0.86877 0.08005 -0.4143 -1.0904 0.1667 0.2388
S -1.01840 1.14532 2.85918 -0.6693 1.0250 0.7515 0.8606
H -1.50080 -0.63329 0.80239 -1.4042 -0.1880 -1.4197 0.2107
H 1.57721 -1.01884 -5.45657 0.0832 0.0349 0.1750 0.2277
H 3.16227 -2.85218 -3.92277 -0.2124 0.1697 -0.1441 0.2294
H 2.02070 -3.04903 3.18658 0.1014 0.4096 -0.4841 0.2694
C 3.13929 -0.97908 0.67689 -0.3181 0.0311 0.5951 -0.0979
C 0.97463 -1.27986 2.47148 0.9787 0.3726 -0.5333 -0.2322
H -3.51719 4.12003 -1.44389 0.0679 -0.3040 0.3242 0.2302
C -0.20978 0.69704 1.36306 0.3963 2.6484 -2.6201 -0.4438
C 3.11532 -2.05578 1.59291 -2.3730 1.2913 -1.1559 0.0049
H -2.14392 3.19572 3.30884 0.3477 -0.0967 -0.3300 0.2593
C 0.19198 1.60885 4.15694 -0.0717 -0.2481 -0.2522 -0.7321
C 2.10811 -2.55808 -3.97278 0.0740 -0.0219 -0.4004 -0.4136
H 2.85415 -0.51990 -4.33644 -0.0569 -0.2051 -0.1583 0.2147
C -0.76098 -0.02487 -1.13559 1.1389 -1.4564 -0.5921 -0.4329
H -2.20620 2.84179 1.55395 0.3961 -0.1554 0.4982 0.2932
H -5.59280 3.67736 -0.16888 0.5973 -0.3280 0.3851 0.2369
C -2.52735 2.28160 -0.83362 -0.4301 0.7745 1.1034 -0.1668
H -1.65955 2.47833 -1.46765 -0.2405 -0.0110 0.3300 0.2133
H 1.24064 0.50703 -3.02387 -0.1456 -0.5070 -0.2307 0.1979
H -0.11138 -1.96369 -0.51305 0.1951 0.1452 -0.7113 0.2032
H 0.27276 -1.28676 3.31653 -0.0513 -0.3722 -0.7063 0.2191
H -0.86639 0.65792 -1.99108 0.1481 -0.2207 0.7732 0.2224
C -1.55473 2.84712 2.44368 -0.2748 0.1434 0.2702 -0.7412
H 0.78958 -3.54487 -2.55823 -0.0024 -0.0157 0.0697 0.2061
C 2.03775 -2.21664 2.47125 -0.5146 0.7669 0.5241 -0.1538
N 3.91330 -3.19280 1.32390 2.2130 -3.4780 -0.3820 0.4878
C 0.94513 -0.24122 1.49350 0.4272 -0.4789 0.8581 -0.0330
H 1.62380 -3.23668 -4.69293 0.1333 0.2636 0.3184 0.2205
O 3.75219 -4.19658 2.06268 0.5064 2.1524 -1.4901 -0.3579
C 1.46815 -2.69181 -2.59337 -0.2416 0.1286 0.3592 -0.2084
C 2.06393 -0.07658 0.65847 0.7709 0.5212 0.0713 -0.2160
C -1.35550 0.27872 0.17591 0.0510 -2.5137 1.5104 -0.2033
H -0.66307 3.47972 2.27722 -0.4151 -0.4197 0.1310 0.2452
H 3.99273 -0.85168 0.00330 -0.4088 -0.1177 0.3014 0.2543
H -5.79224 1.55141 1.09531 0.3643 0.0029 0.0639 0.2308

***

No. 3
14
Properties=species:S:1:pos:R:3:forces:R:3:nbo_charge:R:1 method="wB97M-V/def2-TZVPD" spin_multiplicity=1 charge=0 homo_energy_ev=-8.756 lumo_ev=0.906
H -1.82874 0.33312 1.53741 1.8094 0.8571 -0.6843 0.2350
C -0.72976 0.51518 1.18796 -0.9499 -1.5224 -0.4736 -0.6821
C 2.48375 -0.81165 0.42634 -0.6947 -0.3894 -0.1304 -0.4359
H 2.95954 -1.67108 0.86006 -0.0338 0.4358 -0.2625 0.2394
O 1.10980 1.04642 -0.52131 -2.3192 -1.9022 0.3303 -0.5610
H -0.49210 -0.27495 -2.17698 -0.7411 0.1845 -0.4259 0.2445
H -0.26419 -0.51901 1.37729 -0.2163 1.7514 0.1094 0.2420
H -0.20213 1.37152 1.67243 -0.6614 -0.9782 -0.0302 0.2478
H -0.83185 1.71891 -0.71902 -0.4900 -0.8510 0.3354 0.2147
C 1.73450 0.00009 -0.07448 1.1120 0.7628 0.2429 0.2929
C -0.63025 0.69809 -0.33446 2.3261 2.1623 0.9167 0.1683
H -0.25783 -1.35291 -0.82162 -2.2432 1.6150 -0.5638 0.2434
H -2.09355 -0.60872 -1.20409 1.8403 -0.1454 -0.1655 0.2492
C -0.95719 -0.44502 -1.20952 1.2618 -1.9805 0.8014 -0.6982